No. 1
{"formula": "C2H4N4", "method": "ωB97M-V/def2-TZVPD", "elements": ["N", "N", "H", "H", "H", "H", "N", "N", "C", "C"], "positions_angstrom": [[-0.692892, 1.669566, -0.144139], [-1.030328, -0.545122, -0.452380], [1.215638, 1.323324, 0.652069], [2.107661, -1.022096, 0.455480], [0.747100, -2.333490, 0.283760], [-2.444127, 0.933243, -1.028966], [0.328371, 0.938804, 0.374179], [0.180937, -0.378316, 0.089090], [1.075502, -1.311128, 0.341269], [-1.487862, 0.725215, -0.570363]], "forces_ev_per_a": [[-0.1, -0.2, -0.1], [0.0, 0.1, 0.1], [0.0, 0.0, -0.1], [-0.1, 0.1, 0.3], [0.0, 0.1, -0.2], [0.1, 0.0, 0.1], [0.2, 0.0, 0.0], [0.0, 0.0, 0.1], [0.0, -0.1, -0.1], [-0.1, 0.1, -0.1]], "e_homo_ha": -0.2756, "gap_ev": 8.4, "energy_ha": -297.51188, "total_charge": 0}



No. 2
{"formula": "C4H36NO15", "method": "ωB97M-V/def2-TZVPD", "elements": ["H", "H", "N", "H", "H", "H", "H", "H", "O", "H", "H", "H", "H", "O", "H", "C", "H", "O", "O", "C", "H", "H", "H", "O", "O", "H", "H", "O", "H", "H", "H", "O", "O", "O", "H", "H", "H", "H", "H", "H", "H", "O", "H", "O", "C", "C", "H", "H", "H", "O", "H", "O", "O", "H", "H", "H"], "positions_angstrom": [[-3.430352, -1.533979, -2.490811], [-0.601495, -0.317886, 0.263506], [0.000586, 0.105627, 1.090168], [0.948988, -1.960680, -0.944345], [-3.434168, 1.044845, -0.448222], [-0.562777, -0.742311, 3.402096], [-1.076860, 2.150377, 1.791331], [0.619423, 1.503835, 3.133047], [-3.050003, 1.971896, -0.246956], [2.147366, -2.873096, -0.227166], [-0.721942, 4.501662, 1.580078], [-0.372776, -2.551308, 1.331678], [-0.558969, -3.872477, 2.325531], [-2.019550, -4.317383, -1.487698], [-1.989270, -3.824119, -2.260250], [0.380333, 1.391660, 0.471566], [3.241448, -3.156357, 0.682172], [-1.095031, -3.197088, 1.981398], [-2.761482, -1.676449, -3.180969], [1.070660, -0.918279, 1.375154], [0.818157, -1.157717, 2.474914], [-1.577321, -3.919751, -0.834192], [-1.138046, -2.177533, 3.703718], [-2.866149, 0.988344, -3.605957], [3.649686, 2.781916, 1.969033], [-0.107268, 3.522680, -2.748825], [2.800409, 2.854459, 2.450888], [1.206402, 0.850141, -2.393293], [-2.340270, -1.655827, 1.044001], [3.518772, 1.825432, 1.628754], [-0.290530, 1.633738, -0.442773], [4.210489, 0.354523, -0.497460], [2.862993, -3.484299, -0.163036], [-2.963702, -1.532879, 0.406003], [2.056569, -0.611244, 1.124579], [0.875455, -0.165395, -2.126452], [-2.176883, 1.760262, -0.200712], [1.132437, 4.384958, 1.268594], [1.511030, 1.357917, 0.152733], [1.304044, -2.465515, -2.425153], [-0.152231, 3.884843, 0.144853], [-0.462009, 2.712231, -2.876011], [-2.587110, -0.749938, -3.415896], [-0.702469, -1.359873, 4.155531], [0.106768, 3.871694, 1.213104], [-0.014732, 2.422582, 1.627229], [-3.231997, -2.475556, 0.199747], [2.071059, 0.722221, -2.136045], [4.526672, 0.935283, 0.155056], [0.922615, -1.772800, -1.943979], [-2.155819, 1.576280, -3.650682], [0.783430, -2.048063, 0.736644], [0.829227, 2.389990, 2.851609], [-3.540540, 1.448061, -3.019290], [0.163951, 2.096156, -2.551260], [4.222781, -0.525809, -0.417284]], "forces_ev_per_a": [[0.3, -0.4, -0.1], [1.5, 0.3, 2.5], [-1.3, -0.8, -3.6], [-0.6, 0.2, -0.7], [0.7, 2.1, 0.7], [-0.4, -0.7, 0.6], [0.6, 0.2, 0.6], [0.3, -0.8, 0.9], [-4.9, -1.7, -0.9], [-1.3, 0.5, 0.2], [0.7, -0.1, 0.6], [-0.2, -1.7, 1.1], [1.2, -1.4, 0.5], [-3.0, -4.3, -1.6], [0.2, 1.9, -2.0], [0.7, 0.8, 1.2], [-0.2, -0.7, -0.7], [-0.5, 2.7, -1.8], [-0.5, 0.0, 0.4], [-3.0, 0.0, 2.3], [1.8, 0.7, -1.0], [2.8, 2.6, 3.7], [1.2, 2.0, 0.6], [-3.4, -0.4, 1.0], [-0.8, -2.6, -0.6], [1.6, 4.0, 0.6], [0.2, 0.2, -0.1], [-3.5, -3.4, 0.2], [2.9, -0.5, 3.1], [0.4, 2.3, 0.8], [1.4, -0.3, 1.5], [-1.4, 4.7, -3.0], [2.1, -0.3, 0.8], [-3.4, -1.0, -3.4], [1.1, 1.1, 0.2], [0.8, 2.7, -1.3], [4.1, -0.6, 0.2], [-1.5, -1.0, 0.4], [-2.1, 0.6, 0.5], [0.9, -1.5, -1.0], [0.3, 0.1, -0.2], [-3.5, -2.1, -1.3], [0.2, 0.0, -0.2], [-1.0, -1.1, -1.1], [-0.3, 1.2, -1.8], [1.6, 1.4, -0.9], [0.5, 1.6, 0.2], [3.4, 0.1, 0.8], [0.9, 0.1, 1.5], [-0.9, 1.6, 2.0], [2.2, 1.8, 0.1], [-0.7, -1.8, -1.8], [-1.4, -0.9, -1.7], [1.4, -0.8, -1.0], [1.5, -1.6, 0.5], [0.5, -4.9, 1.4]], "e_homo_ha": -0.2312, "gap_ev": 8.8, "energy_ha": -1357.31891, "total_charge": -1}



What did the first record say?
{"formula": "C2H4N4", "method": "ωB97M-V/def2-TZVPD", "elements": ["N", "N", "H", "H", "H", "H", "N", "N", "C", "C"], "positions_angstrom": [[-0.692892, 1.669566, -0.144139], [-1.030328, -0.545122, -0.452380], [1.215638, 1.323324, 0.652069], [2.107661, -1.022096, 0.455480], [0.747100, -2.333490, 0.283760], [-2.444127, 0.933243, -1.028966], [0.328371, 0.938804, 0.374179], [0.180937, -0.378316, 0.089090], [1.075502, -1.311128, 0.341269], [-1.487862, 0.725215, -0.570363]], "forces_ev_per_a": [[-0.1, -0.2, -0.1], [0.0, 0.1, 0.1], [0.0, 0.0, -0.1], [-0.1, 0.1, 0.3], [0.0, 0.1, -0.2], [0.1, 0.0, 0.1], [0.2, 0.0, 0.0], [0.0, 0.0, 0.1], [0.0, -0.1, -0.1], [-0.1, 0.1, -0.1]], "e_homo_ha": -0.2756, "gap_ev": 8.4, "energy_ha": -297.51188, "total_charge": 0}